This record from the OMol25 dataset describes C22H20BN5O2PdS2Se as an isolated structure at a distorted geometry. The level of theory is ωB97M-V with the def2-TZVPD basis set.

Calculated values
* charge: +2
* electronic energy: -4624.72519 a.u.
* ΔE to the lowest compared entry with this formula, charge and spin: 35.21 kcal per mole

Geometry as XYZ:
```
54
Properties=species:S:1:pos:R:3:mulliken_charge:R:1
Pd -1.073 1.323 -0.053 0.13
C -5.343 -1.156 -1.869 -0.88
S -5.564 -0.096 -0.420 0.06
C -4.035 0.735 -0.372 0.56
S -2.571 -0.106 -0.874 -0.22
N -4.024 1.957 0.043 -1.05
N -2.723 2.448 0.091 0.43
C -2.556 3.679 0.430 -0.56
C -1.208 4.237 0.361 0.86
C -0.972 5.579 0.604 -0.69
C 0.311 6.074 0.385 -0.31
C 1.285 5.217 -0.088 -0.86
C 0.975 3.877 -0.289 -0.34
N -0.232 3.379 -0.053 -0.14
H -6.329 -1.579 -2.052 0.34
H -4.641 -1.966 -1.683 0.31
H -5.051 -0.565 -2.732 0.36
H -3.413 4.275 0.721 0.43
H -1.772 6.225 0.933 0.43
H 0.528 7.118 0.563 0.46
H 2.285 5.566 -0.301 0.43
H 1.725 3.191 -0.658 0.78
O 1.584 1.378 1.731 -0.45
B 0.937 0.477 0.936 1.73
O 1.643 0.143 -0.208 -0.88
C 2.810 0.915 -0.118 0.47
C 3.854 0.996 -1.009 -0.85
C 4.882 1.865 -0.655 -0.64
C 4.847 2.598 0.530 -0.63
C 3.779 2.507 1.419 -0.83
C 2.768 1.647 1.055 0.74
H 3.878 0.426 -1.927 0.51
H 5.733 1.964 -1.313 0.44
H 5.673 3.252 0.769 0.45
H 3.746 3.068 2.341 0.56
C -1.590 -3.672 2.258 -0.99
N -0.703 -3.418 1.130 0.33
C -0.197 -2.252 0.726 -0.10
Se -0.558 -0.637 1.662 -0.07
N 0.581 -2.444 -0.341 0.30
C 0.600 -3.799 -0.652 0.49
C 1.263 -4.516 -1.640 -0.64
C 1.068 -5.881 -1.633 -0.60
C 0.247 -6.510 -0.682 -0.63
C -0.412 -5.797 0.298 -0.68
C -0.215 -4.420 0.288 0.56
H -2.032 -2.740 2.601 0.33
H -1.031 -4.139 3.066 0.36
H -2.389 -4.331 1.925 0.36
H 1.084 -1.696 -0.801 0.11
H 1.894 -4.035 -2.374 0.45
H 1.561 -6.489 -2.378 0.42
H 0.133 -7.584 -0.720 0.42
H -1.040 -6.287 1.027 0.44
```